Entry 1:
ORCA calculation (ωB97M-V with the def2-TZVPD basis set) on a molecular structure, C11H9N7O2RhSbSe4 at a distorted geometry.

Structure (XYZ):
```
35
Properties=species:S:1:pos:R:3
Se 3.059 2.392 0.405
H 0.711 1.340 -1.975
C 0.707 -4.281 -1.379
Se 4.258 4.457 3.832
Se 0.595 2.383 3.055
H 0.182 -2.792 2.141
H -3.405 2.602 -2.647
C 0.441 4.224 0.421
O -2.402 1.780 2.090
C 0.279 -4.584 0.974
N -2.722 2.127 0.988
C 0.470 -5.133 -0.298
N 0.155 5.278 0.029
N 0.401 -7.691 -0.653
Se 4.276 0.382 3.863
N 0.289 2.233 -1.741
H 0.097 -5.243 1.813
C 0.606 -0.946 0.284
C 0.561 -2.347 0.079
N -1.722 2.102 0.032
N -1.045 2.326 -2.145
C -2.047 2.195 -1.227
N -3.295 2.123 -1.767
H 0.857 -4.705 -2.364
Rh 0.680 2.246 0.678
C 0.750 -2.915 -1.193
Sb 3.206 2.410 3.039
H 0.822 3.014 -2.105
O -3.863 2.540 0.704
C 0.431 -6.550 -0.494
C 0.677 0.247 0.547
H -4.000 2.334 -1.064
C 0.322 -3.219 1.158
H -1.271 1.933 -3.048
H 0.938 -2.261 -2.033
```

Properties
**Orbital gap**: 5.124 eV
**Relative energy (zero: lowest compared OMol25 entry of this formula, charge and spin)**: 189.0 kJ/mol
**Net charge**: -2
**F_max**: 2.76 eV Å⁻¹
**Spin multiplicity**: 1

Here are the natural (NBO) charges for atoms 1 to 6, given in e: number 1, Se, carries -0.414; number 2, H, carries 0.396; number 3, C, carries -0.180; number 4, Se, carries -0.804; number 5, Se, carries -0.328; number 6, H, carries 0.236



Entry 2:
ORCA calculation (ωB97M-V with the def2-TZVPD basis set) on a molecular structure, C50H78O37S9 at a distorted geometry.

Structure (XYZ):
```
174
Properties=species:S:1:pos:R:3
C 1.694 6.097 4.922
C 6.499 8.072 0.487
O -3.658 1.378 4.553
H -2.320 -7.966 3.363
H 7.615 -15.197 -3.560
C 1.739 4.801 5.831
H -0.110 0.411 -1.934
H -1.072 -6.490 -1.839
H -3.002 2.210 8.602
H 1.656 1.071 -3.748
H -0.301 -5.450 -0.556
S -2.908 1.862 5.662
O 1.747 -2.823 -5.606
H 1.781 3.459 3.555
O -5.770 10.864 -1.196
O -2.199 -4.639 3.257
O -2.770 -12.027 -5.905
C -6.566 11.704 -0.361
C -4.198 0.289 -0.284
C -1.330 5.302 4.412
C 0.909 -0.075 -1.917
O -3.535 3.281 6.119
O 1.752 -1.825 -3.501
H 0.607 7.773 -1.250
C -4.427 3.069 7.213
H -1.266 -10.198 -8.183
O 1.549 -12.240 -5.918
O 7.388 9.259 3.450
S 1.797 -2.464 -0.973
H -0.231 6.628 -3.230
H -0.072 -5.356 -3.693
C -1.823 -10.377 -7.264
H 1.348 -8.413 -4.141
H -1.814 -3.928 -3.106
C 1.088 2.792 -1.701
H 2.964 0.273 -2.793
H -2.236 5.648 7.075
H 7.090 -13.499 -5.579
O 5.911 8.889 1.502
H -1.528 -9.639 -6.512
O -3.761 -6.061 1.986
O -2.240 8.892 -0.424
C -3.587 -0.111 -1.581
H 3.959 -8.988 -4.416
H 0.351 7.813 4.350
H 1.219 -4.515 -2.749
O -5.041 10.737 1.126
O -3.227 -10.242 -7.494
H -6.831 12.621 -0.886
H 6.666 -15.810 -4.938
C 1.974 0.818 -2.684
H 1.315 4.753 -2.678
C 1.885 4.338 2.866
C 1.053 -6.958 -1.424
H 2.800 7.988 5.584
O 3.350 -10.931 -4.834
C 2.084 4.021 1.414
C -2.005 7.594 5.279
H -4.955 12.732 0.667
O -0.259 9.561 -1.749
H 0.751 7.697 6.125
C -3.616 -0.120 1.032
O -4.828 -12.103 -7.265
O 3.506 -15.366 -4.674
H -5.129 0.923 -0.246
H -1.424 5.784 3.400
H -0.711 -11.910 -6.191
S 4.293 -14.471 -3.895
H -0.995 6.792 7.719
C -5.713 11.970 0.869
C -2.351 -0.972 -1.572
C 3.098 -9.524 -4.814
H 0.925 -3.200 -0.206
H 1.088 3.952 5.491
C 3.047 6.924 5.275
C -1.136 5.938 6.988
O -5.273 8.656 -0.188
H 1.417 8.649 -2.573
S 6.388 8.376 2.959
H -1.886 8.320 6.149
H 2.594 -8.465 -0.625
C -2.401 -0.957 1.062
H 1.229 -0.059 -0.829
H 7.460 6.121 0.631
H 3.702 7.000 4.364
H 6.818 -12.920 -3.916
C -0.922 6.414 5.471
H -1.668 -12.516 -7.564
H 2.386 7.331 0.151
H 5.766 6.153 1.179
H -4.583 1.389 8.589
O -2.471 10.242 -2.592
H -7.477 11.159 -0.098
C 1.297 4.353 -1.618
O 5.226 8.033 3.709
H 5.847 8.018 -0.384
C 2.281 5.079 0.389
H -4.390 -8.042 2.078
O 2.505 4.761 -0.955
H -0.401 8.160 -4.123
C -1.697 -1.479 2.374
C -0.458 7.689 -3.137
H -1.257 -3.732 -1.404
H 2.808 4.413 5.780
O -0.191 -2.458 -4.366
O -2.112 -4.693 0.759
H -2.570 -1.965 -3.515
H 0.366 4.799 -1.139
C 1.855 5.733 3.381
C 0.892 -1.605 -2.355
O 7.103 7.008 2.479
O -1.491 1.982 5.642
S -4.760 9.980 -0.279
C 1.195 -2.416 -4.640
C 6.694 -15.075 -4.128
H -0.551 5.016 7.248
C -1.802 -1.343 -0.256
H -3.061 7.203 5.333
H -1.791 -8.684 1.822
H -4.093 0.225 -2.526
O 5.556 -15.292 -3.295
O -1.780 7.874 -2.631
O 2.277 2.049 -2.008
H 2.113 -9.415 -2.888
H 2.910 -9.197 -5.840
H -2.383 4.977 4.698
C -1.638 -11.790 -6.747
C 6.524 -13.664 -4.662
C -2.233 -7.803 2.286
O 2.078 -12.559 -3.490
H 0.304 2.586 -2.494
H -4.504 3.966 7.826
C -3.575 -7.444 1.675
S -2.323 -5.327 2.020
O -4.584 -10.422 -5.434
O 1.028 -10.465 -4.273
C -3.840 1.895 7.974
H -2.404 -1.511 3.259
O 5.125 -13.520 -4.907
S 1.960 -11.737 -4.645
C 1.864 -9.351 -3.948
H 1.581 5.115 6.899
S -4.039 -11.211 -6.485
H 7.453 8.521 0.199
C -0.429 -2.233 -2.943
H 3.614 6.418 6.114
C 0.491 7.090 5.211
C 2.229 6.493 0.892
H -1.773 8.170 4.341
H -4.095 0.177 2.001
H -0.732 -0.944 2.599
H 2.107 2.941 1.089
H -5.411 2.824 6.805
C -1.766 -1.373 -2.977
H -1.427 -2.564 2.168
O -3.337 1.012 6.970
C 0.452 8.387 -2.141
H -0.701 4.374 4.440
H 0.736 2.449 -0.672
O -3.424 10.256 -0.682
O -1.406 -6.657 2.073
C 6.702 6.716 1.138
C 0.146 -4.842 -2.704
H -3.554 -7.545 0.586
C -0.908 -3.671 -2.471
O 3.743 -13.666 -2.863
C 1.986 -7.668 -1.119
S -1.848 9.250 -1.778
H -6.308 12.270 1.730
H -1.593 -0.442 -3.589
C 2.030 6.807 2.336
H -0.892 -1.995 -0.211
H 2.037 7.889 2.639
C -0.126 -5.938 -1.564
```

Properties
**Orbital gap**: 8.526 eV
**Relative energy (zero: lowest compared OMol25 entry of this formula, charge and spin)**: 788.6 kJ/mol
**Net charge**: 0
**F_max**: 10.80 eV Å⁻¹
**Spin multiplicity**: 1

Here are the Mulliken charges for atoms 1 to 6, given in e: number 1, C, carries 2.821; number 2, C, carries -0.352; number 3, O, carries -0.499; number 4, H, carries 0.299; number 5, H, carries 0.310; number 6, C, carries -2.086



Entry 3:
ORCA calculation (ωB97M-V with the def2-TZVPD basis set) on a single C7H5N molecule at a distorted geometry.

Structure (XYZ):
```
13
Properties=species:S:1:pos:R:3
C 0.044 2.087 -0.100
N -3.011 -0.263 -0.088
C -0.414 -0.490 0.201
H 0.776 2.801 0.367
C 0.431 0.716 0.265
H -1.111 2.461 -0.298
C 0.607 -1.499 0.071
C 1.789 0.469 -0.037
H 2.403 1.394 -0.310
H 0.372 -2.613 -0.041
C -1.886 -0.469 -0.063
C 2.029 -0.929 -0.157
H 3.038 -1.503 -0.175
```

Properties
**Orbital gap**: 7.552 eV
**Relative energy (zero: lowest compared OMol25 entry of this formula, charge and spin)**: 253.2 kJ/mol
**Net charge**: 0
**F_max**: 7.14 eV Å⁻¹
**Spin multiplicity**: 1

Here are the natural (NBO) charges for atoms 1 to 6, given in e: number 1, C, carries -0.240; number 2, N, carries -0.317; number 3, C, carries -0.248; number 4, H, carries 0.211; number 5, C, carries -0.065; number 6, H, carries 0.237



Entry 4:
ORCA calculation (ωB97M-V with the def2-TZVPD basis set) on 2 unconnected molecules or ions with the total composition C4H14N2O2 at a distorted geometry.

Structure (XYZ):
```
22
Properties=species:S:1:pos:R:3
H 1.232 -2.628 1.695
O -4.189 0.066 0.761
H 0.925 -1.815 -0.402
H -1.829 -0.431 -0.706
H 2.038 -0.634 0.171
H -1.368 -1.298 0.650
C 1.044 -1.060 0.371
H 2.076 2.011 -1.735
H 1.639 -0.104 -2.163
H -3.332 0.500 0.624
H 1.181 -1.169 2.447
C 0.308 0.895 -1.109
H -3.954 -0.665 1.338
H 1.045 2.869 -0.566
H -0.657 1.358 -1.334
N 0.835 -1.697 1.654
N -1.354 -0.400 0.183
O 0.688 0.014 -2.166
C 1.427 1.905 -0.869
H 2.069 1.475 -0.095
H 0.158 0.724 1.068
C 0.018 0.084 0.182
```

Properties
**Orbital gap**: 9.845 eV
**Relative energy (zero: lowest compared OMol25 entry of this formula, charge and spin)**: 72.2 kJ/mol
**Net charge**: 0
**F_max**: 1.02 eV Å⁻¹
**Spin multiplicity**: 1

Here are the natural (NBO) charges for atoms 1 to 6, given in e: number 1, H, carries 0.366; number 2, O, carries -0.954; number 3, H, carries 0.203; number 4, H, carries 0.377; number 5, H, carries 0.155; number 6, H, carries 0.380



Entry 5:
ORCA calculation (ωB97M-V with the def2-TZVPD basis set) on a single C16H18N2O3 molecule at a distorted geometry.

Structure (XYZ):
```
39
Properties=species:S:1:pos:R:3
H -2.186 -3.017 -1.451
C 1.152 0.664 0.159
C -1.394 -1.504 1.111
C -1.270 -0.014 0.912
H 0.148 0.844 4.399
H -3.272 -0.666 -1.586
C 2.669 0.246 -1.749
C -1.845 -1.512 -2.985
N 3.736 0.792 -1.237
H -3.872 -1.048 -3.230
C -0.316 1.395 3.571
C 0.319 -0.514 -1.750
C 3.598 1.165 0.119
H 3.627 1.652 3.200
H -2.919 0.392 -3.019
C 2.631 2.085 3.233
C -2.062 -2.997 -2.529
H 2.683 3.187 3.193
C -3.044 -0.627 -2.669
C 0.038 0.623 1.135
H -1.315 1.058 3.391
C 1.393 0.113 -1.076
O 4.623 1.398 0.724
O -2.297 0.659 1.007
H 2.732 -0.159 -2.729
C 0.451 1.233 2.286
C -0.684 -0.884 -2.306
H -2.377 -1.816 0.781
H -0.346 2.455 3.919
O -1.492 -1.517 -4.380
H -1.324 -1.683 2.173
H 2.216 1.868 4.231
H 2.074 2.578 0.273
H -2.952 -3.322 -2.997
H -1.333 -0.610 -4.720
H -1.216 -3.645 -2.802
H -0.589 -2.040 0.591
C 2.231 1.554 0.683
N 1.784 1.615 2.121
```

Properties
**Orbital gap**: 7.027 eV
**Relative energy (zero: lowest compared OMol25 entry of this formula, charge and spin)**: 554.5 kJ/mol
**Net charge**: 0
**F_max**: 2.91 eV Å⁻¹
**Spin multiplicity**: 1

Here are the natural (NBO) charges for atoms 1 to 6, given in e: number 1, H, carries 0.211; number 2, C, carries 0.176; number 3, C, carries -0.707; number 4, C, carries 0.604; number 5, H, carries 0.236; number 6, H, carries 0.228



Entry 6:
ORCA calculation (ωB97M-V with the def2-TZVPD basis set) on a gas-phase ion, C29H50Br2F2NO3Si (charge +1) at a distorted geometry.

Structure (XYZ):
```
88
Properties=species:S:1:pos:R:3
H -0.566 4.012 2.567
C 4.909 1.455 -0.431
C -1.639 4.149 2.747
H -4.953 4.391 2.147
H -0.362 4.481 -3.913
H 0.265 0.008 2.877
H -4.325 -2.509 -1.950
H 0.046 -0.147 -0.739
F -1.985 -1.048 2.651
H -3.532 -2.272 -3.473
H 0.144 -7.490 -1.484
H -3.861 1.605 2.029
H 3.488 -0.047 1.760
H 0.973 1.195 0.536
Si -2.710 3.676 1.277
H 8.170 -0.497 0.604
H 1.729 -0.876 2.697
H -1.099 1.333 0.737
H 3.044 -0.247 0.000
H -0.318 -5.862 -1.958
H 5.416 2.406 -0.636
H -2.605 -2.826 -2.076
C -0.700 -3.739 -0.278
H -1.744 -3.143 1.484
H 8.748 1.168 0.276
C -1.810 0.991 1.498
C -1.984 -0.552 1.382
Br -0.911 0.613 -3.213
H 3.127 2.526 0.327
C 1.578 0.758 1.339
H 0.780 -1.551 -2.221
H 1.085 -1.851 0.572
H 5.496 -0.464 0.493
C 3.021 0.408 0.878
C -1.854 -0.057 -1.592
C -3.229 -0.655 -2.017
C -0.075 4.709 -1.800
H -1.797 5.220 2.938
C -0.089 -6.187 0.212
H 6.528 0.125 -0.838
H -2.573 -2.746 0.019
H -1.486 1.238 2.511
C -2.586 3.688 -1.536
H -1.948 3.629 3.663
H -0.147 -4.576 1.689
H 0.219 -2.407 1.959
C 8.125 0.548 0.938
C -1.586 -2.730 0.485
Br -3.837 0.369 -3.614
H -4.003 -0.387 -1.297
H 4.377 1.147 -1.341
H -2.638 3.602 -3.694
F -3.259 -0.775 0.974
C 3.813 1.731 0.642
C 0.304 -6.429 -1.253
C -0.784 4.357 -2.919
C -3.393 -2.140 -2.397
C 0.922 -0.418 2.110
H 4.340 2.038 1.552
H 8.542 0.604 1.948
O -1.452 -6.595 0.388
C -4.383 4.548 1.226
H -3.525 1.619 0.259
C 5.938 0.436 0.039
H -1.880 -6.464 -0.467
H 0.928 5.108 -1.934
O 0.182 -3.218 -1.260
H 1.366 -6.233 -1.439
H 0.529 -6.844 0.833
O 6.798 1.048 0.991
H -2.072 0.907 -1.123
C -0.593 4.543 -0.529
C -1.867 4.005 -0.390
C -0.150 -1.950 -1.809
H 1.156 -4.491 0.418
H -1.392 -4.409 -0.818
C 0.310 -1.552 1.287
C -3.106 1.799 1.258
C 0.100 -4.714 0.633
C -2.071 3.853 -2.802
C -0.766 -0.873 -0.859
N -1.014 -1.322 0.566
H -0.021 4.826 0.352
H 1.718 1.561 2.078
H -4.948 4.103 0.395
H -0.765 -2.146 -2.695
H -3.602 3.296 -1.438
H -4.217 5.605 0.993
```

Properties
**Orbital gap**: 9.083 eV
**Net charge**: +1
**F_max**: 3.65 eV Å⁻¹
**Spin multiplicity**: 1

Here are the Mulliken charges for atoms 1 to 6, given in e: number 1, H, carries 0.286; number 2, C, carries -1.001; number 3, C, carries -1.264; number 4, H, carries 0.356; number 5, H, carries 0.425; number 6, H, carries 0.553



Entry 7:
ORCA calculation (ωB97M-V with the def2-TZVPD basis set) on 5 unconnected molecules or ions with the total composition C38H24O10 at a distorted geometry.

Structure (XYZ):
```
72
Properties=species:S:1:pos:R:3
C -0.171 0.111 -0.566
O -5.698 -1.521 -0.318
H 3.957 1.741 5.645
C -3.087 -1.617 2.004
C 3.792 0.539 2.441
O 3.279 0.263 -0.852
C 5.607 -4.467 -1.336
H -3.676 -0.637 -3.381
H 7.597 -5.255 -1.683
H -4.008 -4.959 1.684
C -2.368 4.783 -1.561
C 1.888 -0.917 -2.249
H -1.014 0.388 0.014
C 4.738 -0.038 4.941
C -3.050 7.217 -0.477
C 4.860 -1.154 3.996
C -4.858 4.207 -1.647
H -1.878 1.040 -3.043
H -5.076 6.628 -0.657
C -2.971 -3.090 2.212
C -3.719 5.095 -1.324
H 6.464 -5.693 2.398
C 4.691 -4.204 -0.165
C 6.183 -5.243 1.471
O 8.255 -5.848 0.523
C -4.579 2.960 -2.381
C 3.305 1.379 3.556
O -0.952 3.168 -2.417
H -6.612 2.432 -2.473
O -2.076 -3.569 2.815
H 5.303 -0.202 5.856
H 3.517 0.657 1.404
H -2.254 -1.074 2.528
O 2.588 2.315 3.468
O 5.220 -2.298 4.211
C -2.932 1.323 -3.005
C -3.924 0.389 -3.216
H -0.356 5.229 -1.245
C -4.070 -3.900 1.593
C 2.154 0.027 -1.211
H 4.367 -1.335 1.789
H -3.954 -0.179 0.625
O 3.686 -3.540 -0.321
C -5.609 2.062 -2.704
C -1.719 6.874 -0.642
O -1.602 -1.263 -1.751
H 5.316 -4.308 -2.384
H 2.745 -1.202 -2.830
C -4.033 6.324 -0.788
C -4.989 -3.388 0.820
H 4.282 -4.498 1.922
H -0.896 7.489 -0.249
C -4.900 -2.052 0.361
C -3.894 -1.164 1.076
C -5.256 0.779 -3.052
H 1.253 1.184 0.429
C -3.240 2.621 -2.586
H -6.095 0.195 -3.393
O -6.033 4.464 -1.449
C 1.020 0.572 -0.397
C -2.089 3.494 -2.163
C 4.332 -0.677 2.644
C 0.675 -1.411 -2.359
C 6.800 -4.903 -1.025
C -0.453 -0.898 -1.544
C -1.359 5.687 -1.230
C 5.024 -4.669 1.183
H -3.324 8.157 0.019
H 0.405 -2.195 -3.069
H -5.658 -4.091 0.260
C 7.162 -5.347 0.402
C 3.968 1.017 4.852
```

Properties
**Orbital gap**: 8.055 eV
**Relative energy (zero: lowest compared OMol25 entry of this formula, charge and spin)**: 0.0 kJ/mol
**Net charge**: 0
**F_max**: 4.03 eV Å⁻¹
**Spin multiplicity**: 1

Here are the Mulliken charges for atoms 1 to 6, given in e: number 1, C, carries -0.019; number 2, O, carries -0.505; number 3, H, carries 0.421; number 4, C, carries -0.406; number 5, C, carries -0.413; number 6, O, carries -0.628



Entry 8:
ORCA calculation (ωB97M-V with the def2-TZVPD basis set) on 2 unconnected molecules or ions with the total composition C6H15NO2 at a distorted geometry.

Structure (XYZ):
```
24
Properties=species:S:1:pos:R:3
H 1.042 0.233 1.467
N -0.693 1.177 -0.723
H 2.039 -1.042 -1.092
H -0.305 1.567 1.348
C 1.490 -0.581 0.838
C -0.365 -0.388 -2.557
H -0.728 -1.361 0.070
H 0.965 2.186 0.300
H 1.208 -2.654 0.511
H -1.606 1.393 -1.046
C 0.833 -1.888 1.201
H -0.031 -1.118 -3.205
H -0.710 2.961 0.458
C 1.331 -0.183 -0.729
H -2.656 1.214 1.260
O -2.697 0.359 0.863
H -1.330 -0.149 -2.883
H 2.666 -0.400 1.005
H 1.958 0.769 -0.838
H 0.935 -2.140 2.299
O -0.547 -1.887 0.874
C 0.103 0.182 -1.426
C -0.128 1.999 0.392
H -2.772 -0.248 1.612
```

Properties
**Orbital gap**: 8.429 eV
**Relative energy (zero: lowest compared OMol25 entry of this formula, charge and spin)**: 362.6 kJ/mol
**Net charge**: 0
**F_max**: 4.90 eV Å⁻¹
**Spin multiplicity**: 1

Here are the natural (NBO) charges for atoms 1 to 6, given in e: number 1, H, carries 0.202; number 2, N, carries -0.625; number 3, H, carries 0.238; number 4, H, carries 0.177; number 5, C, carries -0.413; number 6, C, carries -0.521